Entry 1:
{
  "formula": "C3H6ClNO2",
  "method": "the ωB97M-V functional and the def2-TZVPD basis",
  "symbols": ["C", "C", "C", "H", "H", "H", "H", "H", "H", "N", "O", "O", "Cl"],
  "positions_angstrom": [[0.7020, 1.6257, -0.2161], [-0.2122, -0.4888, 0.3192], [-1.7311, -0.9897, 0.4890], [-0.1791, 2.6920, -0.5777], [1.3152, 0.7303, -1.3108], [1.8566, 2.3378, 0.6598], [-1.8487, -2.0618, 0.0782], [-1.8428, -0.9615, 1.6233], [2.1825, -1.5810, -0.7925], [0.6009, -1.3216, -0.2059], [0.1093, 0.7469, 0.6659], [1.8722, -0.8167, -0.3505], [-2.8247, 0.0883, -0.3820]],
  "forces_ev_per_angstrom": [[2.456, 2.420, -1.916], [-1.373, -1.905, -1.578], [2.548, -0.734, 1.034], [2.857, -3.650, 1.002], [-1.957, 3.632, 3.172], [-3.189, -2.014, -2.767], [0.403, 1.896, 0.794], [-0.653, -0.018, -1.563], [1.652, -0.913, -0.767], [-2.095, 0.196, 0.659], [-0.847, 0.908, 1.172], [0.219, 0.167, 0.505], [-0.021, 0.015, 0.253]],
  "e_homo_ev": -9.55,
  "fmax_ev_per_a": 5.2,
  "e_tot_ev": -21308.2142,
  "multiplicity": 1,
  "homo_lumo_gap_ev": 10.04,
  "de_lowest_kcal_mol": 182.31,
  "molar_mass_g_mol": 123.539,
  "e_lumo_ev": 0.49
}

=====

Entry 2:
{
  "formula": "C3H6ClOPS",
  "method": "the ωB97M-V functional and the def2-TZVPD basis",
  "symbols": ["C", "C", "C", "O", "P", "S", "Cl", "H", "H", "H", "H", "H", "H"],
  "positions_angstrom": [[-0.6180, -0.7259, 1.0492], [0.2089, 0.4042, 0.4940], [1.7166, 0.0144, 0.0789], [-0.1566, 1.0204, -0.7834], [-1.6184, 0.9846, -1.5138], [-2.8090, 0.2128, -0.1041], [-1.4921, -0.5565, -2.8829], [-0.5221, -1.7566, 0.7449], [-1.0800, -0.5279, 1.9644], [0.3907, 1.1983, 1.1203], [1.5436, -0.7168, -0.7584], [2.1689, -0.4467, 0.9354], [2.2676, 0.8958, -0.3445]],
  "forces_ev_per_angstrom": [[-1.292, 2.074, -2.686], [2.493, -1.820, -2.573], [-1.912, -0.645, -0.992], [-1.276, -0.146, -0.109], [0.420, 0.768, 0.013], [1.483, -1.096, 1.708], [0.369, -0.477, -0.263], [0.071, 0.050, -0.338], [-0.391, 0.030, 1.490], [-0.715, 1.765, 1.967], [0.668, 0.481, 0.829], [0.741, -0.188, 0.192], [-0.659, -0.795, 0.762]],
  "e_homo_ev": [-8.89, -8.89],
  "fmax_ev_per_a": 4.0,
  "e_tot_ev": -37901.1421,
  "multiplicity": 1,
  "homo_lumo_gap_ev": [7.14, 7.13],
  "de_lowest_kcal_mol": 45.08,
  "molar_mass_g_mol": 156.574,
  "e_lumo_ev": [-1.76, -1.77]
}

=====

Entry 3:
{
  "formula": "C3H6ClP",
  "method": "the ωB97M-V functional and the def2-TZVPD basis",
  "symbols": ["C", "P", "C", "C", "Cl", "H", "H", "H", "H", "H", "H"],
  "positions_angstrom": [[1.8741, -1.1128, -0.0490], [1.2256, 0.6162, -0.1110], [-0.4237, 0.2417, -0.0976], [-1.7348, 1.4328, 0.1113], [-1.2217, -1.2840, -0.1346], [2.1118, -1.4282, 0.9344], [1.2352, -1.9107, -0.3593], [2.7091, -1.2806, -0.7018], [-1.3319, 2.3461, -0.3165], [-2.3878, 0.9777, -0.5049], [-2.0558, 1.4017, 1.2290]],
  "forces_ev_per_angstrom": [[0.152, -0.104, -0.854], [-1.346, -1.058, 0.085], [-2.076, 2.936, 1.011], [4.987, -1.579, 2.564], [0.188, -0.316, 0.034], [0.646, 0.168, 1.191], [-1.119, -0.058, -0.422], [0.904, 0.391, -0.085], [-0.304, 0.291, 0.518], [-2.736, -1.005, -1.868], [0.704, 0.334, -2.173]],
  "e_homo_ev": -8.90,
  "fmax_ev_per_a": 5.8,
  "e_tot_ev": -25017.3605,
  "smiles": "C/P=C(/C)Cl",
  "multiplicity": 1,
  "homo_lumo_gap_ev": 9.26,
  "de_lowest_kcal_mol": 32.13,
  "molar_mass_g_mol": 108.508,
  "e_lumo_ev": 0.36
}

=====

Entry 4:
{
  "formula": "C3H6CuO5",
  "method": "the ωB97M-V functional and the def2-TZVPD basis",
  "symbols": ["C", "C", "O", "C", "O", "O", "O", "Cu", "H", "H", "H", "H", "H", "O", "H"],
  "positions_angstrom": [[1.1571, -0.9849, 0.0920], [0.3716, 0.2851, 0.4139], [0.8564, 1.3596, -0.4093], [0.2789, 2.5420, -0.3210], [-0.6811, 2.7556, 0.4714], [0.6833, 3.4503, -1.1030], [0.7348, -2.0352, 0.8668], [-0.6677, 4.5170, -0.2317], [2.2369, -0.7522, 0.2404], [1.0432, -1.1718, -1.0031], [0.5003, 0.5545, 1.4722], [-0.6986, 0.1323, 0.2159], [-1.1377, -3.3237, -0.0482], [-1.9390, -3.9036, -0.4425], [-2.7384, -3.4252, -0.2137]],
  "forces_ev_per_angstrom": [[-0.199, -1.054, 0.442], [-0.465, -0.696, 0.766], [-0.083, 1.728, -0.417], [1.294, -3.269, -0.557], [-0.363, 0.183, 0.484], [0.007, 0.618, 0.002], [-0.296, 0.501, -0.524], [-0.572, 1.464, -0.075], [0.015, 0.167, -0.054], [0.022, 0.172, -0.012], [-0.027, -0.083, -0.270], [0.259, 0.032, 0.033], [-2.175, -1.470, -0.973], [2.473, 1.497, 1.017], [0.110, 0.210, 0.137]],
  "e_homo_ev": [-3.25, -3.25],
  "fmax_ev_per_a": 3.6,
  "e_tot_ev": -58083.2308,
  "multiplicity": 3,
  "homo_lumo_gap_ev": [6.24, 3.91],
  "molar_mass_g_mol": 185.622,
  "charge": -1,
  "e_lumo_ev": [2.99, 0.66]
}

=====

Entry 5:
{
  "formula": "C3H6DyF3O",
  "method": "the ωB97M-V functional and the def2-TZVPD basis",
  "symbols": ["H", "C", "F", "F", "F", "Dy", "C", "O", "C", "H", "H", "H", "H", "H"],
  "positions_angstrom": [[2.4432, 0.5688, -0.3901], [1.4147, 0.9504, -0.5245], [-0.1203, -0.1278, -2.5400], [1.5169, 2.1016, 0.2150], [1.5153, 1.4769, -1.7780], [-1.5426, -2.0163, -3.5558], [-1.5557, -0.0424, 1.4273], [-0.1614, 0.1343, 1.4438], [0.5707, -0.4415, 0.3909], [-1.9719, 0.5660, 2.2395], [-2.0218, 0.2925, 0.4863], [-1.7803, -1.0976, 1.6586], [1.5376, -0.9022, 0.6399], [0.1555, -1.4626, 0.2871]],
  "forces_ev_per_angstrom": [[-0.546, -0.656, -0.105], [3.540, -0.450, 0.688], [-2.769, -3.577, -1.915], [-1.779, -0.701, 1.001], [-1.718, -0.908, -0.464], [2.401, 3.239, 1.660], [-0.183, -0.225, 0.172], [1.373, 0.133, -0.249], [0.429, 1.413, 0.653], [0.216, -0.123, -0.221], [0.188, -0.200, 0.114], [-0.227, 0.201, -0.288], [0.237, 1.253, 1.151], [-1.162, 0.601, -2.196]],
  "e_homo_ev": [-11.94, -11.94],
  "fmax_ev_per_a": 4.9,
  "e_tot_ev": -37476.6782,
  "multiplicity": 7,
  "homo_lumo_gap_ev": [4.75, 4.13],
  "molar_mass_g_mol": 277.574,
  "charge": 1,
  "e_lumo_ev": [-7.19, -7.81]
}

=====

Entry 6:
{
  "formula": "C3H6ErFNO2P",
  "method": "the ωB97M-V functional and the def2-TZVPD basis",
  "symbols": ["O", "C", "N", "P", "F", "C", "C", "O", "H", "H", "H", "H", "H", "H", "Er"],
  "positions_angstrom": [[3.2065, 0.9283, 1.0199], [2.4931, 0.0352, 0.9153], [1.6651, -0.8553, 0.7515], [0.6602, -0.5501, -0.7900], [2.0473, -0.4182, -1.6361], [-0.9640, -0.6755, 0.2564], [-1.8424, 0.4839, 0.0908], [-2.6801, 0.7454, 0.9541], [0.7043, 0.8802, -0.4706], [-0.0901, -0.2994, -1.9985], [0.6279, -1.9856, -0.9796], [-1.4679, -1.5993, -0.0300], [-0.7040, -0.7246, 1.3110], [-1.8222, 1.1392, -0.8077], [-1.8338, 2.8958, 1.4135]],
  "forces_ev_per_angstrom": [[0.504, 0.282, 0.446], [0.166, 0.125, -0.351], [-0.541, -0.198, 0.130], [0.347, -0.282, -0.392], [-0.294, 0.104, 0.118], [0.817, 0.404, -0.357], [-0.176, -1.948, -0.468], [0.118, 1.962, 0.750], [-0.190, 0.167, -0.121], [0.027, 0.008, 0.010], [-0.080, -0.108, -0.105], [-0.223, -0.054, -0.037], [-0.226, -0.337, 0.232], [0.383, -0.112, -0.192], [-0.631, -0.014, 0.337]],
  "e_homo_ev": [-17.48, -17.17],
  "fmax_ev_per_a": 2.1,
  "e_tot_ev": -48396.3257,
  "multiplicity": 4,
  "homo_lumo_gap_ev": [6.88, 5.85],
  "molar_mass_g_mol": 305.318,
  "charge": 2,
  "e_lumo_ev": [-10.60, -11.32]
}

=====

Entry 7:
{
  "formula": "C3H6F2IN",
  "method": "the ωB97M-V functional and the def2-TZVPD basis",
  "symbols": ["C", "C", "C", "N", "F", "F", "I", "H", "H", "H", "H", "H", "H"],
  "positions_angstrom": [[0.6185, -0.2541, 1.0277], [-0.6509, -1.3791, -0.7139], [-0.4009, 1.1054, -0.7417], [-0.1704, -0.0636, -0.1946], [-0.9002, 1.0916, -2.0114], [1.9128, 2.5623, 0.4949], [-0.5828, 2.8486, 0.2252], [1.5286, -0.7315, 0.8625], [1.0471, 0.5655, 1.6354], [-0.0744, -0.8573, 1.7286], [-1.3252, -1.0204, -1.4651], [0.2994, -1.9899, -0.9422], [-1.3017, -1.8773, 0.0947]],
  "forces_ev_per_angstrom": [[-2.094, 0.318, 2.933], [0.551, 0.385, 1.218], [-0.905, -0.668, -0.529], [0.974, 0.229, 0.460], [0.748, -0.293, 1.550], [-0.417, -0.423, -0.101], [0.407, 0.172, -0.016], [1.224, -1.610, -1.017], [-1.121, 0.751, -1.053], [1.358, 0.711, -1.024], [-0.040, -1.057, -1.205], [-1.967, 0.750, -0.157], [1.282, 0.734, -1.058]],
  "e_homo_ev": [-7.86, -7.86],
  "fmax_ev_per_a": 3.6,
  "e_tot_ev": -18230.1218,
  "multiplicity": 1,
  "homo_lumo_gap_ev": [7.17, 7.17],
  "de_lowest_kcal_mol": 67.13,
  "molar_mass_g_mol": 220.988,
  "e_lumo_ev": [-0.69, -0.68]
}

=====

Entry 8:
{
  "formula": "C3H6F2N",
  "method": "the ωB97M-V functional and the def2-TZVPD basis",
  "symbols": ["C", "C", "C", "N", "F", "F", "H", "H", "H", "H", "H", "H"],
  "positions_angstrom": [[0.8678, 0.1377, 0.1316], [0.7595, 0.0709, 1.6642], [0.8994, -1.1517, 0.8696], [-0.2394, 0.3198, -0.7719], [1.9807, 0.6192, 2.1857], [1.8990, -1.9456, 0.8425], [1.7837, 0.6279, -0.1304], [-0.1851, 0.1988, 2.2580], [-0.4742, -1.7699, 0.4810], [-0.0365, 1.1603, -1.2680], [-1.0990, 0.5535, -0.2887], [-0.3596, -0.6162, -1.2313]],
  "forces_ev_per_angstrom": [[0.603, -0.329, 1.833], [0.628, 1.025, 1.238], [-4.383, -0.706, -1.952], [-0.518, -0.759, 0.610], [-2.640, -1.221, -0.616], [1.288, -1.312, 0.175], [0.321, 0.049, -0.435], [1.338, 0.383, -0.438], [3.935, 1.353, 1.635], [0.045, 0.390, -1.810], [-0.454, -0.251, 0.340], [-0.163, 1.377, -0.582]],
  "e_homo_ev": -15.94,
  "fmax_ev_per_a": 4.8,
  "e_tot_ev": -10122.1754,
  "multiplicity": 1,
  "homo_lumo_gap_ev": 11.66,
  "de_lowest_kcal_mol": 45.90,
  "molar_mass_g_mol": 94.084,
  "charge": 1,
  "e_lumo_ev": -4.28
}

=====

Entry 9:
{
  "formula": "C3H6F2OS",
  "method": "the ωB97M-V functional and the def2-TZVPD basis",
  "symbols": ["C", "C", "C", "O", "F", "F", "S", "H", "H", "H", "H", "H", "H"],
  "positions_angstrom": [[-0.3929, -2.4282, 0.4633], [0.4748, 2.0706, -0.1690], [0.0327, 0.4214, -0.9149], [0.4289, -0.2860, 1.6734], [1.0503, -0.1469, -1.5722], [-0.9818, 0.5939, -1.7356], [-0.3216, -0.7731, 0.5129], [0.2801, -2.7532, 1.1826], [-0.5909, -2.9222, -0.4192], [-0.4044, 2.4605, 0.2058], [1.0472, 1.7192, 0.7887], [1.1441, 2.4680, -0.8163], [-1.7666, -0.4239, 0.8005]],
  "forces_ev_per_angstrom": [[1.370, -0.462, 1.771], [1.025, -6.627, 2.155], [2.517, 5.602, 2.434], [0.483, -0.525, -0.750], [0.299, -0.007, -0.470], [-0.670, -0.673, -0.178], [-5.691, 1.825, -0.784], [0.805, -2.077, 1.556], [-0.551, -0.915, -1.670], [-1.819, 1.357, -0.090], [-0.868, 0.672, -1.927], [1.402, 2.027, -2.060], [1.698, -0.197, 0.013]],
  "e_homo_ev": [-4.83, -10.50],
  "fmax_ev_per_a": 7.0,
  "e_tot_ev": -21517.0171,
  "multiplicity": 3,
  "homo_lumo_gap_ev": [5.33, 8.35],
  "de_lowest_kcal_mol": 86.32,
  "molar_mass_g_mol": 128.143,
  "e_lumo_ev": [0.50, -2.15]
}